# 1
{"formula": "C15H30NO4P", "method": "ωB97M-V/def2-TZVPD", "species": ["C", "P", "C", "C", "C", "C", "O", "O", "C", "C", "C", "C", "N", "O", "C", "C", "C", "C", "H", "H", "H", "H", "H", "H", "H", "H", "H", "H", "H", "H", "H", "H", "H", "H", "H", "H", "H", "H", "H", "H", "H", "H", "H", "C", "C", "O", "H", "H", "H", "H", "H"], "positions_angstrom": [[4.023, -0.053, -0.580], [3.189, -0.457, 1.096], [2.973, -2.334, 1.377], [1.492, 0.486, 1.265], [1.907, 2.029, 1.656], [0.864, 3.182, 1.144], [0.864, 3.727, -0.099], [-0.159, 3.719, 2.078], [0.715, -0.143, 2.559], [-0.749, -0.798, 2.186], [-0.652, -2.437, 1.914], [-1.636, -0.684, 3.605], [-1.551, -0.045, 1.163], [-2.647, -0.829, 0.928], [-0.874, 0.167, -0.153], [-1.475, 1.611, -0.747], [-1.274, -0.946, -1.330], [0.742, 0.303, -0.170], [5.103, 0.420, -0.423], [3.365, 0.754, -1.113], [4.149, -0.968, -1.302], [2.929, -2.533, 2.552], [2.082, -2.816, 0.790], [3.984, -2.853, 1.023], [2.946, 2.257, 1.115], [2.147, 2.127, 2.818], [-0.771, 2.973, 2.385], [1.314, -0.959, 3.155], [0.516, 0.748, 3.319], [-0.226, -2.715, 0.861], [0.151, -2.837, 2.702], [-1.660, -2.975, 2.198], [-2.628, -1.343, 3.527], [-2.023, 0.442, 3.684], [-0.995, -0.942, 4.552], [-2.558, 1.384, -1.186], [-1.633, 2.290, 0.201], [-0.767, 2.110, -1.535], [-2.402, -0.865, -1.670], [-0.926, -2.034, -1.081], [-0.638, -0.613, -2.280], [1.095, 1.207, -0.858], [1.170, -0.695, -0.660], [-2.362, 0.944, -4.857], [-2.507, -0.518, -5.316], [-2.022, -1.277, -4.347], [-1.314, 1.218, -4.685], [-2.752, 1.616, -5.630], [-2.926, 1.142, -3.937], [-2.024, -0.558, -6.305], [-3.568, -0.631, -5.589]], "nbo_charge": [-0.96, 0.71, -0.95, -0.25, -0.53, 0.80, -0.58, -0.75, -0.46, 0.15, -0.65, -0.64, -0.22, -0.70, 0.14, -0.63, -0.62, -0.47, 0.24, 0.25, 0.23, 0.25, 0.23, 0.24, 0.25, 0.25, 0.50, 0.22, 0.21, 0.21, 0.17, 0.24, 0.24, 0.21, 0.19, 0.22, 0.21, 0.21, 0.25, 0.20, 0.19, 0.24, 0.21, -0.60, -0.08, -0.42, 0.21, 0.19, 0.22, 0.13, 0.13], "lumo_energy_ev": [2.85, 0.77], "charge": -1, "spin_multiplicity": 2, "homo_ha": [-0.1240, -0.0675], "s2": 0.76}



# 2
{"formula": "C2H6BrI2NP", "method": "ωB97M-V/def2-TZVPD", "species": ["C", "C", "N", "P", "Br", "I", "I", "H", "H", "H", "H", "H", "H"], "positions_angstrom": [[0.466, 1.449, -0.451], [1.105, -0.107, 1.215], [0.301, 0.105, 0.020], [-2.124, -2.386, -0.947], [-3.281, -1.212, -2.435], [0.542, -1.342, -1.541], [-2.415, -1.367, 1.163], [1.568, 1.723, -0.400], [0.192, 1.568, -1.461], [-0.209, 2.204, 0.121], [1.415, -1.172, 1.363], [1.911, 0.582, 1.189], [0.529, -0.045, 2.165]], "nbo_charge": [-0.51, -0.51, -0.22, 0.42, -0.09, 0.35, 0.05, 0.25, 0.24, 0.26, 0.25, 0.24, 0.26], "lumo_energy_ev": [-6.06, -7.08], "charge": 1, "spin_multiplicity": 3, "homo_ha": [-0.4182, -0.4971], "s2": 2.02}



# 3
{"formula": "C29H26O4S", "method": "ωB97M-V/def2-TZVPD", "species": ["C", "C", "C", "C", "S", "O", "O", "C", "C", "H", "H", "H", "H", "H", "C", "O", "C", "C", "C", "C", "C", "C", "C", "C", "C", "C", "C", "C", "C", "C", "C", "C", "C", "O", "C", "C", "C", "C", "C", "H", "H", "H", "H", "H", "H", "H", "H", "H", "H", "H", "H", "H", "H", "H", "H", "H", "H", "H", "H", "H"], "positions_angstrom": [[-3.124, -1.678, 3.502], [-2.760, -0.333, 3.340], [-1.436, -0.012, 2.991], [-0.530, -1.021, 2.644], [1.280, -0.699, 2.067], [1.923, -0.153, 3.262], [1.656, -2.022, 1.600], [-0.872, -2.346, 2.901], [-2.164, -2.680, 3.326], [-4.148, -1.939, 3.783], [-3.495, 0.467, 3.509], [-1.118, 1.032, 3.018], [-0.120, -3.119, 2.796], [-2.407, -3.721, 3.530], [-2.767, -3.995, -5.069], [-1.424, -3.470, -5.131], [-1.060, -2.520, -4.227], [0.314, -2.192, -4.155], [0.782, -1.337, -3.171], [-0.119, -0.707, -2.283], [0.343, 0.159, -1.177], [1.508, -0.180, -0.539], [2.024, 0.354, 0.746], [3.557, 0.348, 0.967], [4.151, 1.396, 1.686], [5.514, 1.354, 1.999], [6.306, 0.286, 1.555], [5.723, -0.715, 0.774], [4.355, -0.681, 0.473], [-0.491, 1.321, -0.808], [-1.225, 2.040, -1.787], [-1.970, 3.154, -1.454], [-2.026, 3.600, -0.109], [-2.836, 4.652, 0.175], [-2.986, 5.036, 1.552], [-1.271, 2.918, 0.865], [-0.568, 1.781, 0.512], [-1.491, -0.983, -2.416], [-1.967, -1.895, -3.345], [-2.812, -4.713, -5.885], [-2.950, -4.502, -4.113], [-3.516, -3.207, -5.220], [0.987, -2.658, -4.868], [1.851, -1.133, -3.104], [2.116, -0.981, -0.954], [1.657, 1.357, 0.952], [3.542, 2.252, 1.984], [5.967, 2.165, 2.570], [7.368, 0.232, 1.818], [6.319, -1.526, 0.370], [3.897, -1.436, -0.157], [-1.205, 1.712, -2.829], [-2.542, 3.695, -2.202], [-3.663, 5.885, 1.523], [-3.424, 4.226, 2.143], [-2.028, 5.335, 1.986], [-1.265, 3.255, 1.900], [-0.126, 1.177, 1.301], [-2.203, -0.505, -1.747], [-3.027, -2.132, -3.372]], "nbo_charge": [-0.20, -0.21, -0.25, -0.10, 2.02, -0.95, -0.96, -0.24, -0.21, 0.22, 0.22, 0.22, 0.25, 0.22, -0.25, -0.50, 0.32, -0.26, -0.16, -0.11, 0.00, -0.19, -0.47, 0.07, -0.19, -0.22, -0.20, -0.21, -0.21, -0.11, -0.16, -0.26, 0.31, -0.49, -0.25, -0.27, -0.19, -0.11, -0.33, 0.20, 0.18, 0.18, 0.23, 0.22, 0.22, 0.25, 0.21, 0.22, 0.22, 0.22, 0.22, 0.23, 0.23, 0.20, 0.18, 0.18, 0.21, 0.20, 0.21, 0.22], "smiles": "COc1ccc(C(=C[C@H](c2ccccc2)S(=O)(=O)c2ccccc2)c2ccc(OC)cc2)cc1", "lumo_energy_ev": -0.06, "charge": 0, "spin_multiplicity": 1, "e_above_lowest_kj_mol": 134.89, "homo_ha": -0.2847}



# 4
{"formula": "C2H8", "method": "ωB97M-V/def2-TZVPD", "species": ["C", "H", "H", "H", "H", "C", "H", "H", "H", "H"], "positions_angstrom": [[1.407, -1.929, 0.953], [1.226, -2.656, 0.264], [0.346, -1.858, 1.262], [2.121, -2.000, 1.803], [1.533, -0.852, 0.815], [-1.330, 1.859, -1.024], [-0.464, 1.213, -0.947], [-1.009, 2.850, -1.350], [-2.019, 1.466, -1.745], [-1.810, 1.907, -0.031]], "nbo_charge": [-0.89, 0.23, 0.21, 0.22, 0.23, -0.85, 0.21, 0.21, 0.21, 0.21], "smiles": "C.C", "lumo_energy_ev": 1.01, "charge": 0, "spin_multiplicity": 1, "e_above_lowest_kj_mol": 77.93, "homo_ha": -0.4377}



# 5
{"formula": "C27H34AsN4O3PPbS", "method": "ωB97M-V/def2-TZVPD", "species": ["Pb", "C", "C", "N", "C", "S", "N", "N", "C", "C", "C", "C", "C", "C", "C", "N", "H", "H", "H", "H", "H", "H", "H", "H", "H", "H", "H", "H", "H", "O", "C", "O", "C", "P", "C", "C", "C", "C", "C", "C", "C", "C", "C", "C", "C", "C", "H", "H", "H", "H", "H", "H", "H", "H", "H", "H", "H", "H", "C", "As", "C", "C", "O", "H", "H", "H", "H", "H", "H", "H", "H", "H"], "positions_angstrom": [[0.500, -1.217, -1.657], [2.783, 2.002, 3.892], [3.589, 1.052, 3.019], [3.442, 1.357, 1.594], [2.409, 0.924, 0.843], [2.307, 2.046, -0.564], [1.645, 0.012, 1.334], [0.581, -0.544, 0.675], [-0.390, -0.926, 1.430], [-0.459, -0.657, 2.900], [-1.514, -1.684, 0.808], [-2.543, -2.192, 1.581], [-3.576, -2.890, 0.966], [-3.560, -3.056, -0.406], [-2.498, -2.523, -1.116], [-1.506, -1.862, -0.524], [2.894, 1.732, 4.941], [1.723, 1.960, 3.635], [3.124, 3.029, 3.770], [3.274, 0.022, 3.167], [4.652, 1.115, 3.245], [4.015, 2.090, 1.206], [0.372, -0.038, 3.217], [-0.432, -1.592, 3.464], [-1.397, -0.156, 3.144], [-2.552, -2.046, 2.650], [-4.386, -3.293, 1.559], [-4.348, -3.584, -0.924], [-2.443, -2.617, -2.194], [1.609, 0.737, -3.973], [1.459, 1.387, -2.989], [2.264, 1.022, -1.890], [0.408, 2.430, -2.774], [-0.798, 1.671, -1.561], [-2.309, 1.498, -2.548], [-2.234, 0.732, -3.716], [-3.371, 0.480, -4.466], [-4.599, 0.976, -4.043], [-4.681, 1.727, -2.881], [-3.541, 1.991, -2.131], [-1.116, 2.994, -0.369], [-1.172, 2.673, 0.983], [-1.411, 3.659, 1.930], [-1.592, 4.974, 1.526], [-1.545, 5.301, 0.175], [-1.312, 4.315, -0.771], [-0.062, 2.597, -3.741], [0.791, 3.367, -2.372], [-1.274, 0.363, -4.072], [-3.301, -0.089, -5.383], [-5.488, 0.787, -4.629], [-5.635, 2.121, -2.558], [-3.617, 2.588, -1.231], [-1.025, 1.647, 1.301], [-1.456, 3.404, 2.981], [-1.773, 5.745, 2.261], [-1.698, 6.323, -0.141], [-1.300, 4.581, -1.822], [3.813, -2.805, 1.182], [2.780, -3.897, 0.008], [2.016, -5.320, 1.018], [3.916, -4.627, -1.334], [1.556, -2.981, -0.686], [4.625, -3.388, 1.615], [3.157, -2.434, 1.968], [4.219, -1.967, 0.617], [2.803, -5.872, 1.530], [1.481, -5.986, 0.343], [1.327, -4.897, 1.746], [4.694, -5.228, -0.865], [4.368, -3.813, -1.897], [3.318, -5.249, -1.997]], "mulliken_charge": [1.50, -1.03, -0.31, -0.21, 0.51, -0.23, -0.90, 1.40, 0.39, -1.75, 0.37, -0.85, -0.57, -0.85, -0.29, 0.28, 0.36, 0.17, 0.35, 0.07, 0.54, 0.29, 0.18, 0.49, 0.46, 0.53, 0.48, 0.47, 0.48, -0.45, -0.12, -0.27, -0.89, 1.53, 0.44, -0.61, -0.83, -0.57, -0.73, -0.59, -0.29, -0.04, -0.57, -0.51, -0.83, -0.28, 0.59, 0.65, 0.44, 0.45, 0.43, 0.45, 0.40, 0.10, 0.46, 0.43, 0.45, 0.44, -1.04, 0.53, -1.08, -1.11, -0.62, 0.54, 0.21, 0.31, 0.41, 0.37, 0.34, 0.42, 0.37, 0.36], "lumo_energy_ev": -6.04, "charge": 2, "spin_multiplicity": 1, "e_above_lowest_kj_mol": 0.00, "homo_ha": -0.4945}



# 6
{"formula": "C5H11FIN3O5S", "method": "ωB97M-V/def2-TZVPD", "species": ["C", "C", "O", "O", "C", "C", "N", "I", "S", "O", "O", "F", "H", "H", "H", "H", "H", "H", "H", "C", "O", "N", "N", "H", "H", "H", "H"], "positions_angstrom": [[3.128, -1.680, -2.275], [2.990, -0.186, -2.399], [3.935, 0.519, -2.602], [1.760, 0.369, -2.375], [0.633, -0.387, -1.907], [-0.488, 0.623, -1.796], [-1.762, 0.076, -1.295], [-1.739, -0.563, 0.663], [-2.561, -0.894, -2.348], [-2.342, -0.410, -3.666], [-2.467, -2.278, -2.034], [-4.008, -0.464, -1.949], [3.156, -2.097, -3.281], [2.357, -2.176, -1.697], [4.094, -1.869, -1.813], [0.383, -1.174, -2.623], [0.859, -0.846, -0.946], [-0.198, 1.433, -1.130], [-0.670, 1.055, -2.777], [-0.809, 1.068, 4.369], [-0.630, 0.358, 3.391], [-1.815, 0.840, 5.264], [-0.012, 2.143, 4.636], [-1.978, 1.412, 6.070], [-2.414, 0.055, 5.094], [0.735, 2.332, 3.994], [-0.136, 2.740, 5.431]], "nbo_charge": [-0.75, 0.80, -0.56, -0.51, -0.10, -0.25, -0.87, 0.42, 2.52, -0.90, -0.90, -0.47, 0.25, 0.22, 0.25, 0.19, 0.19, 0.22, 0.25, 0.78, -0.69, -0.84, -0.84, 0.39, 0.41, 0.41, 0.39], "lumo_energy_ev": -0.40, "charge": 0, "spin_multiplicity": 1, "e_above_lowest_kj_mol": 0.00, "homo_ha": -0.3508}



Q: Which formula does entry 6 have?
A: C5H11FIN3O5S